125
Properties=species:S:1:pos:R:3 method="wB97M-V/def2-TZVPD" charge=0 homo_energy_ev=-8.57 e_tot_ev=-110515.96054 smiles="CC[C@H](I)c1cc(CCCCS(=O)(=O)O)c2c(c1)C(=O)c1c(Cc3ccc(C)cc3)cc(CCCC(=O)O)c([C@@H](I)CC)c1C2=O.C[C@@H]1COC(=O)O1.C[C@@H]1COC(=O)O1.C[C@@H]1COC(=O)O1" lumo_energy_ev=-0.7
C -4.668 4.599 8.353
C -5.570 4.470 7.130
C -5.014 5.261 5.927
I -6.575 6.459 5.039
C -4.382 4.394 4.880
C -5.086 3.344 4.291
C -4.524 2.482 3.359
C -5.407 1.399 2.792
C -6.093 1.763 1.439
C -5.489 2.930 0.656
C -6.064 4.300 1.042
S -4.953 5.622 0.609
O -3.742 5.112 0.031
O -5.672 6.619 -0.120
O -4.600 6.162 2.064
C -3.182 2.694 2.997
C -2.489 3.760 3.556
C -3.072 4.607 4.488
C -1.074 3.981 3.154
O -0.299 4.522 3.917
C -0.688 3.529 1.791
C 0.323 4.197 1.090
C 1.108 5.391 1.592
C 2.465 5.009 2.157
C 2.717 4.958 3.520
C 3.972 4.584 3.992
C 5.006 4.265 3.122
C 6.365 3.855 3.632
C 4.760 4.349 1.751
C 3.510 4.712 1.281
C 0.631 3.706 -0.161
C 0.042 2.583 -0.723
C 0.645 2.166 -2.049
C 2.151 1.830 -1.837
C 3.111 2.665 -2.700
C 4.421 2.969 -2.005
O 5.053 3.977 -2.167
O 4.843 1.973 -1.178
C -0.994 1.924 -0.043
C -1.629 0.737 -0.727
I -0.768 -1.106 -0.005
C -3.159 0.675 -0.790
C -3.607 0.031 -2.117
C -1.353 2.427 1.225
C -2.424 1.796 2.066
O -2.652 0.608 2.046
H -5.097 4.024 9.177
H -3.675 4.184 8.173
H -4.589 5.631 8.695
H -5.675 3.413 6.880
H -6.567 4.822 7.392
H -4.274 5.966 6.297
H -6.123 3.198 4.575
H -6.197 1.234 3.527
H -4.881 0.455 2.694
H -6.118 0.877 0.805
H -7.140 2.002 1.651
H -5.725 2.765 -0.397
H -4.406 2.956 0.715
H -6.974 4.515 0.483
H -6.307 4.349 2.102
H -3.804 6.711 1.972
H -2.487 5.411 4.918
H 0.529 5.962 2.311
H 1.301 6.028 0.725
H 1.946 5.200 4.238
H 4.142 4.534 5.061
H 6.297 3.534 4.671
H 6.745 3.011 3.055
H 7.073 4.681 3.563
H 5.580 4.143 1.069
H 3.339 4.793 0.213
H 1.416 4.202 -0.723
H 0.181 1.292 -2.487
H 0.565 3.015 -2.730
H 2.416 1.917 -0.786
H 2.295 0.778 -2.084
H 3.362 2.134 -3.621
H 2.683 3.638 -2.935
H 5.263 2.372 -0.402
H -1.297 0.743 -1.755
H -3.566 0.087 0.025
H -3.522 1.701 -0.762
H -2.798 -0.569 -2.531
H -3.911 0.774 -2.854
H -4.450 -0.644 -1.962
C -2.117 -5.246 -3.021
C -1.868 -4.257 -4.126
C -0.420 -4.086 -4.530
O -0.398 -2.731 -5.007
C -1.386 -2.061 -4.373
O -1.518 -0.877 -4.398
O -2.190 -2.913 -3.705
H -3.159 -5.201 -2.701
H -1.903 -6.258 -3.367
H -1.488 -5.034 -2.160
H -2.485 -4.479 -5.002
H -0.098 -4.763 -5.317
H 0.252 -4.166 -3.674
C 3.432 -7.696 -3.957
C 3.024 -6.613 -2.997
C 3.475 -6.794 -1.563
O 2.455 -6.101 -0.830
C 1.328 -6.123 -1.572
O 0.253 -5.789 -1.188
O 1.589 -6.576 -2.820
H 2.947 -7.561 -4.922
H 4.508 -7.682 -4.115
H 3.144 -8.678 -3.576
H 3.330 -5.631 -3.371
H 4.447 -6.358 -1.346
H 3.465 -7.844 -1.262
C 7.933 -11.046 -3.446
C 6.743 -11.173 -4.358
C 7.035 -11.644 -5.768
O 5.976 -11.033 -6.516
C 5.587 -9.921 -5.855
O 4.856 -9.092 -6.289
O 6.151 -9.884 -4.622
H 7.648 -10.566 -2.510
H 8.340 -12.031 -3.221
H 8.711 -10.438 -3.909
H 5.970 -11.798 -3.900
H 7.002 -12.723 -5.891
H 7.988 -11.259 -6.138

=====

51
Properties=species:S:1:pos:R:3 method="wB97M-V/def2-TZVPD" relative_energy_kcal_mol=0.0 multiplicity=5 charge=+2 homo_energy_ev="-14.40 / -14.83" e_tot_ev=-161110.71579 s_squared=6.0210 lumo_energy_ev="-6.8 / -8.3"
Ru 0.365 -0.536 -0.018
C -1.000 -3.645 -0.639
C 0.049 -4.133 0.359
S 0.987 -2.805 1.177
C 2.693 -3.118 0.589
C 3.401 -1.904 0.012
S 2.451 -0.810 -1.074
C 2.058 -1.743 -2.582
C 1.036 -2.856 -2.430
S -0.508 -2.249 -1.670
H -1.310 -4.467 -1.284
H -1.894 -3.284 -0.128
H -0.448 -4.701 1.144
H 0.765 -4.807 -0.107
H 3.262 -3.473 1.448
H 2.646 -3.932 -0.129
H 3.728 -1.230 0.805
H 4.296 -2.212 -0.532
H 1.698 -0.972 -3.264
H 2.996 -2.129 -2.984
H 0.783 -3.250 -3.414
H 1.425 -3.676 -1.833
O -0.175 0.543 -2.111
C -0.568 1.705 -2.194
C -0.614 2.659 -1.109
C -1.248 3.881 -1.355
C -1.306 4.823 -0.361
C -0.731 4.609 0.884
C -0.085 3.415 1.135
C -0.020 2.425 0.151
O 0.646 1.306 0.449
N -1.997 6.103 -0.626
O -2.488 6.239 -1.724
O -2.019 6.908 0.275
H -0.926 2.068 -3.167
H -1.697 4.097 -2.317
H -0.796 5.384 1.636
H 0.378 3.231 2.096
N -4.864 -0.127 0.835
N -3.538 -0.246 1.149
N -3.082 0.075 2.341
C -1.779 -0.057 2.178
N -1.494 -0.443 0.926
N -2.647 -0.557 0.270
H -5.411 -0.211 1.686
H -5.120 -0.810 0.131
H -1.042 0.124 2.942
Cl 2.951 2.747 4.396
Ge 3.179 1.547 2.666
Cl 1.877 -0.220 2.903
Cl 5.141 0.713 2.472

=====

16
Properties=species:S:1:pos:R:3 method="wB97M-V/def2-TZVPD" relative_energy_kcal_mol=23.1 charge=0 homo_energy_ev=-8.89 e_tot_ev=-10445.72595 smiles=Oc1ccccc1.O lumo_energy_ev=0.7
O -0.724 -0.354 -2.256
C -0.643 -0.322 -0.899
C -1.323 0.573 -0.054
C -0.755 0.805 1.188
C 0.052 -0.152 1.827
C 0.539 -1.161 1.036
C 0.189 -1.298 -0.316
H -1.638 -0.153 -2.494
H -1.916 1.394 -0.436
H -0.925 1.678 1.800
H 0.223 -0.225 2.898
H 1.163 -1.960 1.442
H 0.774 -1.953 -0.950
O 1.797 1.244 -1.147
H 1.702 0.302 -1.342
H 1.485 1.583 -0.299